# C3H11NO3

4 unconnected molecules or ions with the total composition C3H11NO3 at a distorted geometry (wB97M-V/def2-TZVPD, the OMol25 dataset).

Geometry as XYZ:
```
18
Properties=species:S:1:pos:R:3:nbo_charge:R:1
C -1.39606 2.06885 1.82708 -0.425
C -0.82117 2.91768 0.96277 -0.027
N -0.56221 2.64736 -0.42893 -0.425
C -0.61900 1.42995 -0.78610 -0.035
H -2.19094 1.40206 1.51327 0.195
H -1.26532 2.19736 2.89536 0.209
H -0.53594 3.92119 1.26796 0.201
H -0.34473 1.16942 -1.80047 0.161
H -1.08971 0.59049 -0.27406 0.147
O -0.98998 -4.58974 -2.79991 -0.958
H -1.93107 -4.64192 -2.90682 0.475
H -0.71480 -3.88733 -2.20452 0.482
O 1.45128 -4.06723 -0.68885 -0.928
H 1.84912 -4.92781 -0.80989 0.468
H 1.73669 -3.71589 -1.53924 0.461
O 2.11801 2.05492 2.29267 -0.948
H 2.48626 1.99421 1.41362 0.475
H 2.35166 1.28568 2.81223 0.473
```

- HOMO level (eV) = -9.019
- spin multiplicity = 1
- SMILES = C=CN=C.O.O.O

---

# C5H4N2O

A molecular structure, C5H4N2O at a distorted geometry (wB97M-V/def2-TZVPD, the OMol25 dataset).

Geometry as XYZ:
```
12
Properties=species:S:1:pos:R:3:nbo_charge:R:1
C 0.55100 -0.19027 1.32060 -0.669
C -0.11447 0.29998 0.01832 -0.364
C 0.16076 -0.81074 -1.15087 0.445
C -1.70908 0.15400 0.05637 0.240
C 0.27495 1.62528 -0.35264 0.262
H 1.63152 -1.16143 0.62501 0.365
H 1.04772 0.97143 2.10697 0.260
H -0.38630 -0.79426 1.65569 0.220
H -0.88956 -1.18062 -2.00033 0.276
N -2.86288 0.13334 -0.52002 -0.274
N 0.99203 2.41014 -0.90914 -0.226
O 1.30431 -1.45686 -0.84999 -0.534
```

- HOMO level (eV) = -10.374
- spin multiplicity = 1

---

# C3H11N2S

2 unconnected molecules or ions with the total composition C3H11N2S at a distorted geometry (wB97M-V/def2-TZVPD, the OMol25 dataset).

Geometry as XYZ:
```
17
Properties=species:S:1:pos:R:3:nbo_charge:R:1
C 0.44435 1.14961 -2.32406 -0.624
C -0.33270 -0.14249 -2.24336 -0.466
S 0.24973 -1.26460 -0.90006 -0.197
H 0.22577 1.72949 -3.21365 0.241
H 0.21233 1.74258 -1.44117 0.203
H 1.49231 0.91830 -2.20384 0.227
H -0.38489 -0.70541 -3.17543 0.243
H -1.39757 -0.12872 -2.01912 0.234
H 1.12842 -2.25702 -1.12233 0.179
N -0.95470 -0.89778 1.90695 -0.718
C -0.46779 0.19622 2.43973 0.404
N 0.78315 0.35094 2.79271 -0.696
H -0.35179 -1.44841 1.28719 0.439
H -1.95578 -0.96646 1.85945 0.436
H -1.20653 0.94685 2.69738 0.223
H 1.15929 1.20144 3.16991 0.448
H 1.35640 -0.42454 2.48969 0.422
```

- HOMO level (eV) = -12.881
- spin multiplicity = 1
- net charge = +1

---

# C24H33AlBNO5

A molecular structure, C24H33AlBNO5 at a distorted geometry (wB97M-V/def2-TZVPD, the OMol25 dataset).

Geometry as XYZ:
```
65
Properties=species:S:1:pos:R:3:nbo_charge:R:1
C -0.15298 -0.20987 -3.66046 -0.271
C -0.63769 -1.20250 -2.57486 -0.422
C -0.30874 1.22949 -3.11164 -0.397
C -1.40684 1.08827 -2.02779 -0.161
H -0.59507 1.92427 -3.91858 0.237
H 0.64676 1.53610 -2.64487 0.201
C -1.05500 -0.32604 -1.36790 -0.245
H 0.16566 -1.91208 -2.32210 0.214
H -1.52361 -1.74578 -2.94839 0.202
C 0.10463 -0.21900 -0.36181 -0.041
H -1.95533 -0.73199 -0.87199 0.207
H -2.35751 0.90726 -2.56014 0.174
C -1.57987 2.20903 -1.11425 -0.439
C 1.34387 -0.35361 -3.99949 0.824
C -1.04925 -0.38557 -4.95636 0.836
O -1.80850 0.49446 -5.27984 -0.580
O 2.14987 -0.92210 -3.29624 -0.630
O 1.66163 0.24191 -5.16670 -0.530
O -0.93642 -1.52724 -5.67953 -0.542
C 0.05197 -2.57798 -5.42840 -0.268
H 0.14273 -2.82031 -4.34990 0.210
H 1.01435 -2.24464 -5.85953 0.182
H -0.34943 -3.42936 -5.99468 0.190
C 3.06517 0.25765 -5.48137 -0.259
H 3.62987 0.79160 -4.70438 0.197
H 3.11566 0.78528 -6.43309 0.185
H 3.43834 -0.77019 -5.57989 0.182
O -0.40453 0.23718 0.87698 -1.059
H 0.89757 0.46450 -0.75482 0.165
H 0.57430 -1.23134 -0.27680 0.144
C -2.94637 2.54516 -0.70210 -0.583
C -0.44526 3.05004 -0.72068 -0.599
H -0.02368 3.59381 -1.58907 0.115
H 0.38772 2.49346 -0.25083 0.161
H -0.77403 3.80658 0.00382 0.186
H -2.97049 2.91956 0.32884 0.168
H -3.62670 1.68437 -0.79002 0.174
H -3.34552 3.34812 -1.34864 0.102
Al 0.06368 -0.03189 2.49974 2.069
C -1.81375 -0.97050 4.34383 -0.271
C -2.26185 -0.79923 2.99204 -0.449
C -1.55827 -1.75116 2.16912 -0.327
H -3.14718 -0.18654 2.72068 0.234
C -0.47152 -2.33090 2.94504 -0.454
C -0.64828 -1.92354 4.29464 -0.335
H 0.10256 -2.18727 5.09766 0.221
H -2.17950 -0.25750 5.15412 0.233
H -1.86227 -2.08253 1.16876 0.227
H 0.21081 -3.14598 2.62669 0.224
C 1.96151 1.38723 3.20823 -0.422
C 2.04907 0.24150 4.08765 -0.253
C 2.12355 -0.96429 3.29182 -0.401
H 2.13827 0.30768 5.19016 0.238
C 2.22839 -0.55463 1.92484 -0.462
C 2.13592 0.90113 1.88036 -0.352
H 2.26680 1.52665 0.97869 0.242
H 1.84099 2.44720 3.53741 0.235
H 2.22012 -1.99464 3.69286 0.229
H 2.45314 -1.22160 1.07064 0.240
B 0.00178 -0.00174 7.47606 -0.599
C 0.04663 0.17284 6.05256 0.306
N -0.03979 0.41364 4.88470 -0.620
H 1.00041 -0.57546 7.87254 -0.003
H -1.00024 -0.57533 7.87355 0.006
H 0.00172 1.15836 7.88316 0.015
```

- HOMO level (spin up / spin down) (eV) = 1.938 / 1.939
- spin multiplicity = 1
- net charge = -2

---

# C30H41N3S4Tc

A molecular structure, C30H41N3S4Tc at a distorted geometry (wB97M-V/def2-TZVPD, the OMol25 dataset).

Geometry as XYZ:
```
79
Properties=species:S:1:pos:R:3:mulliken_charge:R:1
Tc 0.18879 -1.80264 0.13626 -0.012
C -3.17089 -2.53597 0.26228 -1.375
C -2.43533 -3.63154 0.99677 -0.512
S -0.86341 -3.97806 0.13832 0.008
C 0.02913 -4.88444 1.44846 -0.668
C 0.04722 -4.23733 2.82805 -1.090
S 0.26693 -2.47892 2.52265 0.426
C 0.15444 -1.53682 4.05402 -0.871
C -0.34160 -0.12295 3.73610 -0.840
S 0.23239 0.50295 2.11825 0.169
C -1.29794 1.10096 1.29090 -0.585
C -2.41821 0.06320 1.31802 -1.283
S -2.11424 -1.10337 -0.02783 0.376
H -4.08347 -2.24115 0.77964 0.545
H -3.45699 -2.86222 -0.73908 0.450
H -3.04622 -4.53603 0.99606 0.536
H -2.20760 -3.35273 2.02247 0.366
H 1.04165 -4.95349 1.05085 0.440
H -0.38195 -5.89271 1.50058 0.537
H 0.89577 -4.63421 3.38406 0.462
H -0.85452 -4.41930 3.41278 0.466
H 1.14640 -1.50137 4.49957 0.422
H -0.51647 -2.05665 4.73801 0.490
H 0.03701 0.55191 4.50231 0.530
H -1.42678 -0.07234 3.76020 0.412
H -1.58804 1.14248 -0.72080 -0.989
H -1.62016 1.99353 1.83585 0.769
H -3.37599 0.55594 1.16692 0.582
H -2.46951 -0.50264 2.24499 0.446
C 4.57258 -2.07124 0.76391 -0.955
C 5.06510 -1.80139 -0.50037 -0.693
C 4.16882 -1.61136 -1.53797 -0.842
C 2.80913 -1.69505 -1.28841 0.582
N 2.32855 -1.95419 -0.05337 0.351
C 3.20425 -2.13639 0.94365 -0.417
C 1.78690 -1.53991 -2.35112 0.897
C 2.10805 -1.37857 -3.68822 -1.110
C 1.09776 -1.35088 -4.63562 -0.610
C -0.21365 -1.50189 -4.21974 -1.103
C -0.46619 -1.63203 -2.86922 -0.366
N 0.50177 -1.62770 -1.94282 0.866
H 5.23103 -2.23106 1.60520 0.499
H 6.12953 -1.73741 -0.67939 0.469
H 4.53097 -1.39565 -2.53098 0.457
H 2.77663 -2.33158 1.91531 0.538
H 3.13802 -1.28652 -3.99498 0.447
H 1.33564 -1.22726 -5.68310 0.472
H -1.03431 -1.51819 -4.92180 0.495
H -1.47883 -1.72904 -2.50564 0.450
C 2.07353 1.47725 -0.86241 -1.451
C 1.99785 2.74296 -0.01310 0.480
C 2.69951 2.55462 1.34958 -1.484
C 0.62423 3.42941 0.01416 -0.443
C 0.69387 4.82323 0.11436 -0.836
C -0.38294 5.63676 -0.15896 -1.376
C -1.53977 5.06319 -0.66345 -0.910
C -1.68095 3.68545 -0.74986 0.589
C -2.94144 3.17173 -1.44077 0.103
C -3.98916 2.51005 -0.53513 -1.192
C -2.63785 2.29641 -2.66477 -1.521
C -0.63342 2.87291 -0.27072 0.555
N -0.88644 1.45709 -0.06509 1.679
H 3.11511 1.15609 -0.93828 0.534
H 1.69045 1.64849 -1.87080 0.424
H 1.49686 0.66338 -0.42102 0.036
H 2.59747 3.48159 -0.54923 1.036
H 2.76837 1.50378 1.62677 0.261
H 2.18361 3.08042 2.15163 0.383
H 3.71762 2.94147 1.30484 0.352
H 1.64722 5.27018 0.37203 0.492
H -0.30093 6.70981 -0.05717 0.413
H -2.34895 5.69626 -1.00503 0.433
H -3.40531 4.07550 -1.83867 0.816
H -3.88861 1.42257 -0.54589 0.135
H -4.99503 2.72843 -0.89247 0.534
H -3.92429 2.86936 0.49333 0.252
H -2.33055 1.27769 -2.40403 0.250
H -1.85190 2.73771 -3.27770 0.364
H -3.53037 2.19946 -3.28419 0.458
```

- HOMO level (spin up / spin down) (eV) = -13.089 / -13.089
- spin multiplicity = 2
- ⟨S²⟩ = 0.76
- net charge = +2